The following is a quantum chemistry calculation of a structure of composition C35H49Cl2N3OP4Ti at a distorted geometry, from the OMol25 dataset.

XYZ file:
```
95
Properties=species:S:1:pos:R:3:forces:R:3
P 0.95770 1.43650 -4.42840 1.534 0.721 -2.055
C 2.70530 1.72700 -4.82570 -0.147 -0.173 0.055
C 3.26310 1.18670 -5.98410 -0.082 -0.094 0.063
H 2.68370 0.52800 -6.61500 -0.022 -0.026 -0.059
C 4.57360 1.48020 -6.32640 0.050 0.021 -0.015
H 5.00080 1.05130 -7.22210 0.000 -0.003 -0.016
C 5.33370 2.31690 -5.52240 -0.075 -0.031 -0.037
H 6.35660 2.54300 -5.79020 0.010 -0.001 0.002
C 4.77770 2.86690 -4.37620 -0.041 0.024 0.077
H 5.36450 3.52100 -3.74690 0.009 0.020 0.007
C 3.46780 2.58040 -4.02770 -0.007 -0.054 0.039
H 3.05480 3.02550 -3.13430 -0.066 0.066 0.104
C 0.41950 0.05460 -5.47290 0.003 -0.030 0.320
C 0.96490 -1.20440 -5.21750 -0.045 -0.058 -0.072
H 1.72210 -1.32050 -4.45550 0.094 0.002 0.051
C 0.54370 -2.30380 -5.94680 0.114 -0.007 0.065
H 0.97340 -3.27580 -5.74780 0.027 -0.030 -0.015
C -0.41660 -2.15380 -6.93930 -0.029 0.103 -0.006
H -0.73670 -3.01130 -7.51560 -0.008 -0.005 -0.010
C -0.95340 -0.90080 -7.20030 -0.010 -0.042 -0.105
H -1.69120 -0.77910 -7.98170 -0.008 0.008 -0.002
C -0.54080 0.20370 -6.46950 0.052 -0.002 0.127
H -0.97650 1.17160 -6.65970 -0.065 0.163 -0.086
C 0.11260 2.94730 -4.97390 -0.048 -0.168 0.625
C 0.54050 3.62900 -6.11150 0.072 -0.079 -0.236
H 1.34710 3.23770 -6.71630 0.067 -0.009 -0.022
C -0.06810 4.82110 -6.46890 0.025 -0.099 -0.011
H 0.26140 5.34660 -7.35430 0.023 -0.009 -0.010
C -1.08900 5.34670 -5.68700 -0.006 -0.084 0.096
H -1.55490 6.28180 -5.96550 -0.002 0.015 0.002
C -1.49780 4.68050 -4.54060 -0.064 0.032 -0.029
H -2.27850 5.09720 -3.91910 -0.002 0.003 0.004
C -0.89760 3.48270 -4.18350 -0.024 0.213 0.134
H -1.19180 2.96820 -3.28100 -0.114 0.120 0.093
Ti 0.00000 0.00000 0.00000 2.010 2.943 3.929
C -1.73840 -0.83400 -0.49310 -2.486 -0.854 -1.571
C -2.16190 -0.83020 -1.78660 1.046 0.757 1.187
H -2.33770 -1.31150 0.27840 -0.164 -0.136 -0.093
C -1.21840 -0.21070 -2.76750 0.424 0.619 -0.996
O -1.85610 0.71940 -3.66680 -0.548 -0.341 0.906
H -1.15660 1.09450 -4.21740 -0.891 -0.196 -0.101
C -0.05360 0.40170 -1.99870 0.314 0.406 -2.596
H -0.81500 -0.96980 -3.44360 0.172 -0.537 0.259
C 0.87230 1.11310 -2.70260 -0.958 -0.846 1.328
Cl -0.36940 -0.76830 2.30300 0.186 -0.714 -0.968
Cl 2.17540 1.14390 0.23460 -0.201 -0.626 -0.316
P 1.23320 -2.00550 -0.29450 1.616 -2.179 0.010
C 2.09760 -2.55350 1.21250 -0.098 0.077 -0.145
H 1.36760 -2.95730 1.90640 -0.050 -0.014 0.087
H 2.56850 -1.69270 1.67650 0.104 0.081 0.059
H 2.84630 -3.30730 0.97780 0.011 -0.040 -0.085
C 0.22060 -3.45300 -0.76740 0.010 0.265 0.048
H -0.24890 -3.26450 -1.73010 -0.040 -0.002 -0.129
H -0.55780 -3.57870 -0.01970 -0.098 -0.087 0.102
H 0.81510 -4.36210 -0.82750 0.106 -0.004 0.038
C 2.55290 -1.96420 -1.55630 -0.204 0.225 0.015
H 3.04190 -0.99470 -1.51340 0.127 0.075 0.042
H 2.11450 -2.08470 -2.54260 -0.060 -0.050 -0.091
H 3.28670 -2.75010 -1.39050 -0.046 -0.070 0.054
P -3.63110 -1.57770 -2.36560 -1.993 -0.869 -0.641
C -4.34120 -2.66140 -1.10480 0.343 0.243 -0.135
C -3.30900 -2.56650 -3.85170 0.254 0.249 0.378
H -4.60690 -2.08550 -0.22320 -0.036 0.097 0.093
H -3.62260 -3.42460 -0.82200 0.083 -0.115 0.030
H -5.23770 -3.13660 -1.49470 -0.051 0.003 -0.117
H -2.97440 -1.91240 -4.65230 0.049 0.131 -0.098
H -4.20980 -3.08550 -4.16920 -0.123 0.009 0.080
H -2.52850 -3.29280 -3.64380 0.078 -0.145 0.014
C -4.93320 -0.40030 -2.83390 0.553 0.014 0.204
H -5.10970 0.28610 -2.01020 -0.039 0.076 0.080
H -5.85880 -0.91980 -3.07260 0.042 -0.181 0.018
H -4.59780 0.16320 -3.69900 0.056 0.114 -0.087
H 1.75060 1.45130 -2.17400 0.144 0.297 0.074
C 0.03180 4.58700 3.25160 -0.191 0.148 0.188
N -0.78570 4.61000 2.02400 0.108 0.319 -0.290
C -2.19520 4.30120 2.36180 0.274 -0.150 0.313
N -2.33450 2.99460 3.05010 -0.447 0.118 0.014
C -1.47710 2.96590 4.25340 -0.054 0.197 0.022
N -0.07730 3.28530 3.91850 0.155 -0.152 -0.091
C 0.50170 2.23810 3.08430 1.187 -0.847 0.903
P -0.38250 1.98580 1.47880 0.200 -0.474 0.728
C -0.24010 3.72260 0.96560 -0.629 0.980 -0.396
C -2.07010 1.84610 2.15550 -1.146 1.028 0.208
H -0.30930 5.38120 3.95270 -0.029 -0.529 -0.531
H 1.09940 4.81880 3.02900 -0.738 -0.352 -0.034
H -2.82480 4.33120 1.45000 0.416 -0.208 0.377
H -2.58080 5.09780 3.03390 0.377 -0.510 -0.305
H -1.53660 1.97100 4.75470 0.128 0.592 -0.574
H -1.84940 3.69960 4.99980 0.205 -0.243 -0.625
H 1.57320 2.45700 2.87910 -0.653 0.004 -0.012
H 0.50340 1.29690 3.66910 -0.094 0.419 -0.451
H -0.82650 3.86890 0.03760 0.276 0.147 0.318
H 0.82410 3.97210 0.74120 -0.733 -0.228 0.250
H -2.24940 0.90810 2.71220 0.379 0.501 -0.360
H -2.78980 1.86700 1.31060 0.152 0.061 0.404
```
Forces are in eV/Å.

Net charge = +2
E_HOMO = -12.20 eV
Energy = -4737.39154 a.u.
ΔE to the lowest compared entry with this formula, charge and spin = 0.417 eV